Density functional theory data (ωB97M-V/def2-TZVPD) for a 2-piece molecular cluster, C2H7ClO2Si overall in a non-equilibrium geometry.

Energy = -26683.19500 eV
LUMO energy = -0.06 eV
SMILES = C[Si](=O)Cl.CO
HOMO-LUMO gap = 9.70 eV
Energy relative to the best compared isomer or geometry (same formula, charge and spin) = 56.9 kcal per mole
HOMO energy = -9.76 eV

The geometry in ORCA input format:
```
! wB97M-V def2-TZVPD RIJCOSX def2/J DEFGRID3
* xyz 0 1
C -1.51 2.31 -0.56
Si -0.84 0.56 -0.54
O 0.18 -0.13 -1.43
Cl -1.65 -0.50 0.96
H -1.52 2.80 -1.59
H -2.60 2.32 -0.18
H -0.69 2.98 0.02
C 1.41 -2.15 0.55
O 1.58 -0.81 1.13
H 1.51 -2.79 1.38
H 2.29 -2.33 -0.17
H 0.57 -2.11 -0.10
H 1.28 -0.16 0.52
*
```

Okay, here come the Löwdin numbers, in e, for every atom:
1 C -0.236
2 Si 0.124
3 O -0.345
4 Cl 0.427
5 H 0.047
6 H 0.050
7 H 0.089
8 C -0.134
9 O -0.184
10 H 0.060
11 H 0.103
12 H 0.024
13 H -0.024

Density functional theory data (ωB97M-V/def2-TZVPD) for one molecule with the formula C4H7NOS in a non-equilibrium geometry.

Energy = -18630.92111 eV
LUMO energy = 0.29 eV
SMILES = OC/C=C/NC=S
HOMO-LUMO gap = 8.65 eV
Energy relative to the best compared isomer or geometry (same formula, charge and spin) = 83.7 kcal per mole
HOMO energy = -8.36 eV

The geometry in ORCA input format:
```
! wB97M-V def2-TZVPD RIJCOSX def2/J DEFGRID3
* xyz 0 1
O -1.43 -1.69 -0.26
C -2.25 -0.33 0.12
C -1.07 0.53 0.03
C 0.19 -0.04 0.10
N 1.34 0.83 -0.12
C 2.59 0.44 0.00
S 2.98 -1.17 0.04
H -0.72 -1.78 0.38
H -2.86 -0.14 -0.78
H -2.68 -0.31 1.15
H -1.00 1.57 0.08
H 0.39 -1.03 -0.11
H 1.16 1.81 -0.44
H 3.37 1.29 -0.18
*
```

Okay, here come the Löwdin numbers, in e, for every atom:
1 O -0.157
2 C -0.086
3 C -0.084
4 C -0.096
5 N -0.083
6 C -0.724
7 S 0.570
8 H 0.034
9 H 0.127
10 H 0.129
11 H 0.084
12 H 0.025
13 H 0.159
14 H 0.103

Density functional theory data (ωB97M-V/def2-TZVPD) for one molecule with the formula CH2O2S in a non-equilibrium geometry.

Energy = -15992.31908 eV
LUMO energy (spin up / spin down) = -1.25 / -0.82 eV
HOMO-LUMO gap (spin up / spin down) = 6.88 / 8.46 eV
Energy relative to the best compared isomer or geometry (same formula, charge and spin) = 175.6 kcal per mole
HOMO energy (spin up / spin down) = -8.13 / -9.29 eV

The geometry in ORCA input format:
```
! wB97M-V def2-TZVPD RIJCOSX def2/J DEFGRID3
* xyz 0 1
C 0.19 1.04 -0.66
O 0.06 -2.55 1.00
O -0.49 -1.38 1.16
S -0.53 0.15 0.57
H -0.17 2.05 -0.73
H 0.94 0.69 -1.33
*
```

Okay, here come the Löwdin numbers, in e, for every atom:
1 C -0.314
2 O -0.166
3 O -0.582
4 S 1.042
5 H 0.006
6 H 0.013

Density functional theory data (ωB97M-V/def2-TZVPD) for a 2-piece molecular cluster, C2H2F5N overall in a non-equilibrium geometry.

Energy = -17178.58545 eV
LUMO energy (spin up / spin down) = 0.92 / -3.10 eV
<S²> = 2.005
HOMO-LUMO gap (spin up / spin down) = 8.60 / 9.11 eV
HOMO energy (spin up / spin down) = -7.68 / -12.21 eV

The geometry in ORCA input format:
```
! wB97M-V def2-TZVPD RIJCOSX def2/J DEFGRID3
* xyz 0 3
C 1.25 0.42 0.09
C -1.58 -0.20 -0.21
N 0.55 -0.62 -0.44
F 2.55 0.42 -0.31
F 1.35 0.36 1.57
F -1.61 1.09 0.01
F -1.94 -0.96 0.79
F -2.03 -0.51 -1.39
H 0.96 1.37 -0.31
H 0.49 -1.37 0.20
*
```

Okay, here come the Löwdin numbers, in e, for every atom:
1 C -0.433
2 C -0.581
3 N 0.254
4 F 0.057
5 F -0.027
6 F 0.162
7 F 0.171
8 F 0.172
9 H 0.146
10 H 0.079